(1)
{"formula": "C30H50N7OSSbSi3Tl", "method": "ωB97M-V/def2-TZVPD", "charge": 1, "e_tot_ev": -90092.4679, "homo_lumo_gap_ev": 6.743, "e_lumo_ev": -3.7, "e_homo_ev": -10.48, "symbols": ["Tl", "C", "Sb", "C", "C", "C", "C", "C", "C", "N", "Si", "C", "C", "C", "C", "C", "C", "C", "C", "C", "N", "Si", "C", "C", "C", "Si", "C", "C", "C", "H", "H", "H", "H", "H", "H", "H", "H", "H", "H", "H", "H", "H", "H", "H", "H", "H", "H", "H", "H", "H", "H", "H", "H", "H", "H", "H", "H", "H", "H", "H", "H", "H", "H", "H", "H", "H", "H", "O", "N", "C", "C", "N", "C", "N", "C", "N", "C", "C", "S", "N", "C", "C", "H", "H", "H", "H", "H", "H", "H", "H", "H", "H", "H", "H"], "positions_angstrom": [[0.02, 1.28, -0.70], [1.69, -1.75, 2.99], [1.65, -1.24, 0.89], [0.63, 0.70, 1.46], [-0.76, 0.72, 2.00], [-0.98, 0.58, 3.37], [-2.27, 0.65, 3.86], [-3.33, 0.83, 2.98], [-3.03, 0.95, 1.63], [-1.78, 0.91, 1.16], [1.71, 2.18, 1.99], [2.22, 2.04, 3.77], [0.62, 3.69, 1.84], [3.21, 2.28, 0.91], [0.32, -2.86, 0.15], [-0.45, -2.41, -1.07], [-1.06, -3.40, -1.88], [-1.77, -3.07, -3.00], [-1.87, -1.73, -3.36], [-1.25, -0.81, -2.55], [-0.55, -1.12, -1.43], [-0.86, -3.72, 1.39], [-1.98, -2.45, 2.16], [0.06, -4.71, 2.67], [-2.06, -4.93, 0.60], [1.71, -4.09, -0.50], [2.25, -3.44, -2.16], [3.15, -4.15, 0.69], [1.11, -5.85, -0.69], [2.15, -0.91, 3.50], [2.30, -2.64, 3.14], [0.69, -1.92, 3.40], [-0.15, 0.42, 4.04], [-2.46, 0.56, 4.92], [-4.35, 0.89, 3.32], [-3.82, 1.10, 0.90], [1.37, 2.06, 4.46], [2.85, 2.89, 4.01], [2.80, 1.13, 3.98], [-0.22, 3.63, 2.55], [0.19, 3.81, 0.84], [1.18, 4.60, 2.08], [3.84, 1.39, 1.02], [3.82, 3.14, 1.21], [2.98, 2.40, -0.15], [-0.95, -4.43, -1.60], [-2.23, -3.84, -3.61], [-2.41, -1.40, -4.24], [-1.30, 0.23, -2.83], [-1.46, -1.79, 2.85], [-2.78, -2.95, 2.71], [-2.44, -1.83, 1.38], [0.76, -4.14, 3.28], [0.61, -5.53, 2.21], [-0.68, -5.15, 3.35], [-2.75, -4.45, -0.10], [-2.66, -5.35, 1.41], [-1.58, -5.76, 0.08], [2.22, -2.35, -2.19], [1.61, -3.82, -2.96], [3.27, -3.75, -2.37], [3.73, -3.23, 0.71], [3.83, -4.93, 0.34], [2.85, -4.40, 1.71], [0.50, -6.00, -1.58], [0.56, -6.23, 0.17], [2.00, -6.48, -0.81], [1.93, 1.26, -1.95], [2.63, 0.16, -1.88], [3.90, 0.30, -2.09], [4.72, -0.87, -1.96], [5.39, -1.80, -1.86], [4.50, 1.58, -2.37], [4.93, 2.63, -2.57], [-3.63, 3.03, -2.85], [-2.82, 4.23, -2.63], [-3.30, 5.38, -3.40], [-1.51, 4.11, -2.33], [-0.64, 2.67, -2.77], [-0.89, 5.13, -1.74], [-1.61, 6.25, -1.13], [0.57, 5.24, -1.61], [-4.67, 3.30, -2.69], [-3.35, 2.25, -2.14], [-3.51, 2.64, -3.86], [-3.44, 5.07, -4.44], [-2.59, 6.19, -3.40], [-4.25, 5.73, -3.01], [-2.64, 5.98, -0.93], [-1.59, 7.14, -1.77], [-1.12, 6.50, -0.19], [1.06, 4.48, -2.21], [0.86, 5.13, -0.57], [0.87, 6.23, -1.96]]}

=====

(2)
{"formula": "C30H51N2RbSe3SiTe", "method": "ωB97M-V/def2-TZVPD", "charge": -2, "e_tot_ev": -246786.0229, "homo_lumo_gap_ev": 3.404, "e_lumo_ev": 3.1, "e_homo_ev": -0.26, "symbols": ["Rb", "C", "C", "C", "C", "C", "C", "C", "N", "C", "C", "C", "C", "C", "C", "C", "N", "C", "C", "C", "C", "H", "H", "H", "H", "H", "H", "H", "H", "H", "H", "H", "H", "H", "H", "H", "H", "H", "H", "H", "H", "H", "H", "H", "H", "Se", "Se", "Te", "Se", "C", "C", "C", "C", "Si", "C", "C", "C", "C", "C", "C", "C", "C", "H", "H", "H", "H", "H", "H", "H", "H", "H", "H", "H", "H", "H", "H", "H", "H", "H", "H", "H", "H", "H", "H", "H", "H", "H", "H", "H"], "positions_angstrom": [[0.60, 1.84, 0.31], [0.33, -5.74, 0.22], [0.31, -5.29, -1.25], [1.55, -5.86, -1.96], [-0.93, -5.86, -1.94], [0.28, -3.77, -1.29], [-0.85, -3.08, -0.82], [-0.84, -1.70, -0.80], [0.19, -0.96, -1.20], [1.27, -1.60, -1.67], [1.34, -3.00, -1.72], [2.40, -0.75, -2.10], [3.51, -1.27, -2.80], [4.56, -0.43, -3.14], [4.45, 0.91, -2.76], [3.32, 1.35, -2.09], [2.32, 0.55, -1.78], [5.80, -0.92, -3.88], [7.04, -0.64, -3.02], [5.92, -0.15, -5.21], [5.75, -2.41, -4.19], [0.32, -6.83, 0.28], [-0.53, -5.35, 0.76], [1.23, -5.38, 0.72], [1.50, -6.95, -1.96], [2.47, -5.57, -1.45], [1.61, -5.52, -2.99], [-0.88, -6.95, -1.97], [-1.02, -5.49, -2.96], [-1.84, -5.59, -1.41], [-1.72, -3.60, -0.46], [-1.69, -1.15, -0.42], [2.25, -3.48, -2.07], [3.53, -2.31, -3.07], [5.24, 1.62, -2.97], [3.23, 2.39, -1.77], [7.14, 0.42, -2.80], [7.94, -0.97, -3.55], [6.98, -1.17, -2.08], [6.01, 0.92, -5.04], [5.04, -0.32, -5.83], [6.80, -0.49, -5.76], [5.68, -3.00, -3.28], [6.66, -2.71, -4.71], [4.90, -2.66, -4.83], [2.10, 4.88, -0.60], [3.26, 5.22, 1.44], [3.78, 2.73, 1.79], [4.87, 2.29, 3.99], [-4.91, 0.67, 3.16], [-3.72, 0.57, 2.19], [-4.27, 0.14, 0.83], [-2.84, -0.59, 2.68], [-2.53, 2.17, 1.93], [-3.69, 3.54, 1.02], [-3.71, 3.23, -0.49], [-5.13, 3.70, 1.48], [-3.02, 4.92, 1.11], [-2.22, 2.85, 3.77], [-1.72, 1.69, 4.65], [-1.05, 3.84, 3.72], [-3.38, 3.51, 4.51], [-5.46, -0.28, 3.18], [-5.61, 1.45, 2.86], [-4.58, 0.88, 4.17], [-4.75, -0.85, 0.91], [-3.48, 0.07, 0.08], [-5.02, 0.83, 0.45], [-3.39, -1.54, 2.59], [-2.54, -0.47, 3.72], [-1.93, -0.66, 2.09], [-4.14, 2.26, -0.71], [-2.69, 3.24, -0.90], [-4.29, 3.99, -1.02], [-5.73, 2.81, 1.26], [-5.61, 4.54, 0.97], [-5.21, 3.89, 2.55], [-1.98, 4.88, 0.77], [-3.03, 5.33, 2.12], [-3.55, 5.63, 0.46], [-0.93, 1.13, 4.16], [-2.53, 1.00, 4.91], [-1.31, 2.09, 5.59], [-0.12, 3.35, 3.41], [-0.86, 4.26, 4.72], [-1.21, 4.67, 3.04], [-4.25, 2.86, 4.58], [-3.69, 4.44, 4.04], [-3.08, 3.76, 5.54]]}